[1]
Density functional theory data (ωB97M-V/def2-TZVPD) for a gas-phase ion, C6H10N (charge +1).

Structure (XYZ):
```
17
Properties=species:S:1:pos:R:3:forces:R:3:mulliken_spin:R:1
C -1.2288 0.4844 0.0018 -1.9836 1.6297 0.5710 0.03
C -0.5587 1.5873 -0.5619 3.4242 -3.7923 0.5662 1.38
C -2.5531 0.5289 0.1931 -1.7008 -0.0558 0.3159 0.44
C -0.0911 -0.4365 0.3203 0.6005 0.3082 -1.0228 0.05
C -0.1255 -1.8031 -0.3140 0.2058 -1.4628 0.7810 0.00
C 1.9828 1.0837 0.2243 2.9513 0.1231 0.5822 0.01
N 0.8293 0.5503 -0.4860 -0.5890 3.3108 0.8860 0.06
H -3.2403 -0.1857 0.6046 0.3952 -0.7053 0.2416 0.02
H -3.0941 1.4259 -0.0789 0.2574 0.1649 -0.2251 0.01
H 0.2513 -0.5148 1.3966 -0.4657 0.6790 -1.3011 -0.01
H -1.0678 -2.3471 -0.3408 -0.5362 0.7842 -0.1020 0.00
H 0.4499 -2.5220 0.2699 0.4777 0.2857 0.1159 0.00
H 0.2997 -1.8279 -1.2908 0.1057 0.1638 -0.8806 0.00
H 2.9615 0.4964 0.0768 -1.6912 0.5376 -0.2642 0.00
H 2.2826 2.1591 0.1604 -0.9208 -0.7987 -0.8220 0.00
H 1.7477 0.9457 1.2303 -0.1509 -0.0162 1.8622 0.00
H 1.1546 0.3754 -1.4059 -0.3797 -1.1559 -1.3041 0.00
```
Forces are in eV/Å.

The expectation value of S² is 2.04. The multiplicity is 3. For the frontier orbital gap (spin up / spin down), the calculation gives 0.370 / 0.308 Eh. The total charge is +1. Its HOMO energy (spin up / spin down) is -13.159 / -15.518 eV. Its energy above the lowest of the compared OMol25 structures with the same formula, charge and spin is 349.15 kJ/mol.

=====

[2]
Density functional theory data (ωB97M-V/def2-TZVPD) for a gas-phase ion, C6H10N (charge +1).

Structure (XYZ):
```
17
Properties=species:S:1:pos:R:3:forces:R:3:mulliken_spin:R:1
C 1.4134 0.6120 1.0343 0.2281 -0.8029 -0.4026 0.04
C 0.5936 1.3937 -0.0383 -0.5928 0.7330 1.6383 0.06
C 0.1603 -1.9106 0.3417 0.0537 -1.4045 1.6882 0.16
C 0.4940 -0.5365 0.7241 5.9315 -3.4931 5.8185 0.71
C -0.4279 0.3231 -0.2274 -4.6518 5.3336 -6.5958 0.65
C -1.8854 0.3807 -0.6152 -0.1193 -0.5301 -0.3202 -0.01
N 0.3157 -0.9053 -0.6667 -0.4090 -0.9887 -3.9298 0.14
H 2.5357 0.5872 1.0329 -0.9922 -0.4016 -0.9349 0.03
H 1.1960 0.9487 1.9936 -0.5681 0.6355 1.8333 0.01
H 0.2590 2.3856 0.2230 -0.3940 0.1067 0.4111 0.00
H 1.1870 1.5306 -0.8970 0.7917 -0.1540 -1.6094 0.07
H 0.8829 -2.6923 0.2481 0.7170 -0.0731 0.2338 0.03
H -0.8152 -2.2795 0.6129 -0.3803 -0.0247 -0.3224 0.00
H -2.3348 -0.6330 -0.7697 0.5944 0.6265 0.4854 -0.01
H -2.0662 0.8333 -1.6421 0.5000 0.0189 0.9627 0.07
H -2.5349 0.9219 0.1084 0.5637 -0.1391 -0.4040 0.03
H 1.0266 -0.9596 -1.4627 -1.2726 0.5577 1.4477 0.02
```
Forces are in eV/Å.

The expectation value of S² is 2.01. The multiplicity is 3. For the frontier orbital gap (spin up / spin down), the calculation gives 0.233 / 0.269 Eh. The total charge is +1. Its HOMO energy (spin up / spin down) is -9.325 / -15.849 eV. Its energy above the lowest of the compared OMol25 structures with the same formula, charge and spin is 651.79 kJ/mol.

=====

[3]
Density functional theory data (ωB97M-V/def2-TZVPD) for a gas-phase ion, C6H10N (charge +1).

Structure (XYZ):
```
17
Properties=species:S:1:pos:R:3:forces:R:3:mulliken_spin:R:1
C 1.6405 -2.0812 0.9153 1.8201 2.3142 -4.6691 0.65
C 0.8321 -0.3835 -0.7382 -2.1443 0.2026 3.1860 0.60
C -0.4937 -0.6785 0.9550 2.1369 0.2447 -4.3264 0.63
C -0.4217 0.2983 -0.2391 0.0505 2.0362 -0.9442 0.12
C -0.2043 1.6365 0.5350 -0.9222 -0.1835 -1.4875 0.06
C -1.3766 0.5504 -1.4098 1.1128 -1.7997 1.0472 0.05
N 0.7608 -1.1502 0.4575 0.6554 -2.0413 0.7950 -0.14
H 1.6237 -2.4922 1.8405 -0.4708 -1.1856 2.5948 0.02
H 2.5560 -2.1263 0.2188 -1.5188 -0.3760 1.4775 0.01
H 1.3282 -0.3568 -1.7099 0.3935 -0.6200 0.7519 -0.01
H -1.1147 -0.8065 1.8136 0.2657 -0.4289 0.5606 0.00
H 0.4766 2.3806 0.1561 -0.3639 0.4228 -1.2987 0.01
H 0.3435 1.4054 1.3762 0.5438 -0.4791 2.6702 0.01
H -1.2368 1.9772 0.7086 0.7158 0.4001 0.3805 0.00
H -1.3754 -0.3131 -2.0796 -0.1990 0.3953 -0.1615 -0.01
H -1.0344 1.4599 -1.8325 0.1422 0.7003 -0.8749 0.00
H -2.3037 0.6797 -0.9676 -2.2178 0.3979 0.2984 0.01
```
Forces are in eV/Å.

The expectation value of S² is 2.04. The multiplicity is 3. For the frontier orbital gap (spin up / spin down), the calculation gives 0.345 / 0.394 Eh. The total charge is +1. Its HOMO energy (spin up / spin down) is -13.561 / -16.271 eV. Its energy above the lowest of the compared OMol25 structures with the same formula, charge and spin is 251.28 kJ/mol.

=====

[4]
Density functional theory data (ωB97M-V/def2-TZVPD) for a molecular structure, C6H10N2.

Structure (XYZ):
```
18
Properties=species:S:1:pos:R:3:forces:R:3:lowdin_charge:R:1
C -0.0735 -2.8045 0.2578 0.2617 -1.2175 -0.5040 -0.14
C 0.2622 -0.3503 0.4334 0.8271 -1.9971 -0.2634 -0.30
C -0.7697 0.7900 0.5801 -2.8793 -1.9789 3.5892 -0.35
C 1.0238 0.8967 -0.0911 1.0548 0.1803 -0.6447 -0.24
C 0.1840 1.2328 -1.3532 -0.6058 -0.6113 2.9994 0.00
C -1.0393 1.1888 -0.7850 -0.2871 1.6335 -3.5712 -0.05
H 0.8412 -3.0820 0.7901 0.4562 0.2577 -0.0984 0.06
H -0.8311 -2.9640 1.0514 -0.2127 0.3287 -0.7196 0.07
H -0.1656 -3.6279 -0.5327 -0.2237 1.3551 0.9833 0.10
H 0.0142 -1.4010 -1.3578 -0.0828 -0.1638 1.2150 0.13
H 0.7800 -0.6445 1.3905 -1.0089 -0.0893 -0.6708 0.15
H -1.6618 0.6901 1.2258 0.4605 0.0347 -0.0790 0.15
H 0.7943 1.1015 1.9604 -1.6619 1.3528 -2.6273 0.16
H 2.0748 1.1639 -0.1217 0.3609 -0.8086 -0.1538 0.13
H 0.5651 1.0692 -2.3145 0.2278 0.7216 -1.3761 0.08
H -1.9980 1.4715 -1.2940 0.8971 -0.7972 0.8463 0.12
N -0.0378 -1.4777 -0.3321 -0.0135 -1.5329 -1.3636 -0.08
N 0.3324 1.5494 1.0392 2.4296 3.3322 2.4386 0.01
```
Forces are in eV/Å.

For the frontier orbital gap, the calculation gives 0.339 Eh. The total charge is 0. Its HOMO energy is -8.258 eV. Its energy above the lowest of the compared OMol25 structures with the same formula, charge and spin is 423.43 kJ/mol.

=====

[5]
Density functional theory data (ωB97M-V/def2-TZVPD) for C6H10N2 in the gas phase.

Structure (XYZ):
```
18
Properties=species:S:1:pos:R:3:forces:R:3:lowdin_charge:R:1
C 2.3409 -0.3881 -0.0720 0.8287 0.0721 2.5909 0.01
C 1.1827 0.5332 0.2159 -2.9645 -0.9781 -0.2859 -0.34
C -1.0933 0.8028 -0.1620 1.1323 -2.0735 0.2308 -0.33
C -1.1481 -0.2519 1.0453 -2.4938 -0.0983 -0.1023 -0.16
C -1.3540 -0.4204 -1.0526 -1.1802 -4.0187 3.6791 0.00
C 0.7243 -0.8303 -0.1665 3.2025 0.6305 -2.3982 -0.27
H 2.7354 -0.6650 -1.0488 0.1205 0.6973 0.3070 0.07
H 3.1518 -0.2550 0.8084 -1.9304 -1.0997 -2.0023 0.13
H 0.9318 0.5672 1.2640 1.2985 0.2072 0.7404 0.11
H 0.0274 2.3487 0.0715 1.4345 -1.6556 -1.0037 0.14
H -1.7496 1.6074 -0.1405 -1.8804 0.9818 -0.2506 0.11
H -0.6229 -0.1540 1.9797 0.0581 0.4296 0.3803 0.09
H -2.2802 -0.4570 1.2975 2.2078 0.2242 -0.4227 0.14
H -0.8452 -0.9908 -1.8841 -1.4241 1.9168 -0.0282 0.13
H -2.4104 -0.7021 -0.6392 1.3048 0.0565 -2.3973 0.13
H 0.8293 -0.8038 -1.2940 -0.3867 -0.5617 1.1463 0.11
N 0.1733 1.3881 -0.3979 1.2279 4.1268 0.2482 -0.02
N -0.5932 -1.3290 0.1755 -0.5556 1.1429 -0.4319 -0.05
```
Forces are in eV/Å.

As for the SMILES: C1[C@@H]2[C@@H]1NC1CN2C1. For the frontier orbital gap, the calculation gives 0.331 Eh. The total charge is 0. Its HOMO energy is -8.112 eV. Its energy above the lowest of the compared OMol25 structures with the same formula, charge and spin is 752.47 kJ/mol.

=====

[6]
Density functional theory data (ωB97M-V/def2-TZVPD) for a molecular structure, C6H10N2.

Structure (XYZ):
```
18
Properties=species:S:1:pos:R:3:forces:R:3:lowdin_charge:R:1
C 3.6915 -0.7623 0.9133 -0.0838 1.8410 -2.5320 -0.26
C -1.9278 -0.5769 0.1845 -1.2233 1.3578 1.2239 -0.18
C -2.6492 0.5801 0.8087 2.1001 -0.9970 0.3876 -0.04
C -2.6008 1.8320 0.0749 -1.6267 -0.8225 1.7899 -0.10
C -2.3402 1.8169 -1.2923 2.3322 -2.9751 0.3775 -0.08
C -1.6895 0.6405 -1.7736 -2.2552 -0.0797 3.7991 -0.10
H 1.9699 -1.9902 0.2918 3.3184 -0.7723 0.6424 0.07
H 3.7131 -2.7429 0.1037 -3.1734 1.6239 1.6826 0.10
H 4.3089 -0.8279 1.8200 -1.1785 0.5752 0.2767 -0.01
H 4.7963 -0.3793 0.1429 -3.7480 -1.5124 1.3831 0.11
H 2.7704 0.2757 0.7194 3.2681 -3.4550 1.1448 0.14
H -1.6558 -1.5991 0.5755 -0.9894 1.4249 0.7032 0.11
H -2.9573 0.3951 1.9328 0.5367 1.0053 -2.5412 0.12
H -2.9047 2.8213 0.5208 0.0800 -1.4251 -0.1600 0.11
H -2.4307 2.6360 -1.9648 -0.1803 0.6700 -0.1105 0.09
H -1.5897 0.5694 -2.7823 1.0431 -0.3968 -2.7588 0.06
N 2.9678 -2.1730 0.7532 1.5699 1.7092 -2.6142 -0.16
N -1.4723 -0.5154 -1.0285 0.2101 2.2286 -2.6942 0.01
```
Forces are in eV/Å.

For the frontier orbital gap, the calculation gives 0.366 Eh. The total charge is 0. Its HOMO energy is -9.306 eV. Its energy above the lowest of the compared OMol25 structures with the same formula, charge and spin is 475.69 kJ/mol.